The following is a quantum chemistry calculation of a 2-piece molecular cluster, C4H9NO overall, from OMol25.

The geometry in XYZ format:
```
15
Properties=species:S:1:pos:R:3
C 0.42 -0.58 1.36
H -2.34 -0.11 -1.12
H 2.44 -0.62 2.05
H -0.62 1.28 0.94
H -0.17 -0.05 -1.85
H 1.67 -2.20 2.07
H -0.47 -1.14 1.66
N -2.15 0.48 -1.89
H -2.84 1.20 -2.06
C 0.28 0.68 0.95
H 2.19 -1.48 0.55
C -0.82 0.79 -2.10
O -0.45 1.83 -2.58
C 1.74 -1.27 1.52
H 1.12 1.19 0.49
```

Summary:
HOMO energy, eV: -9.7
Total charge: 0
Multiplicity: 1
ΔE to the lowest compared entry with this formula, charge and spin, kJ/mol: 145.3
Orbital gap, eV: 10.63
E_tot, a.u.: -287.77713
Structure (SMILES): C=CC.NC=O